Model 1:
DFT (ωB97M-V/def2-TZVPD) results for the molecule C21H31N3O4.

As for the orbital gap: 8.4 eV. Its SMILES is CCCCN(CC)Cc1ccc(CNC(=O)Nc2ccc(OC)cc2OC)o1. The HOMO energy is -7.73 eV. Its total charge is 0.

Geometry as XYZ:
```
59
Properties=species:S:1:pos:R:3:mulliken_charge:R:1
C -4.12032 -2.92835 -1.73462 -1.1645
C -4.68137 -1.58498 -1.28227 -0.5826
C -4.08641 -1.09594 0.03785 -0.2518
C -2.60715 -0.70208 -0.09405 -1.0709
N -1.97886 -0.15202 1.09310 0.9073
C -1.91627 -1.07441 2.21448 -0.8373
C -0.68898 -0.81818 3.08585 -1.2587
H -0.60863 -1.59573 3.84166 0.4514
H 0.20724 -0.82695 2.47185 0.1677
H -0.75086 0.14125 3.59221 0.3595
H -1.84116 -2.08519 1.80717 0.4752
H -2.82664 -1.02807 2.83597 0.3219
C -2.48348 1.16036 1.47719 -0.9439
C -2.23893 2.16865 0.40681 0.1447
C -3.06293 2.78563 -0.48719 -0.5351
C -2.23618 3.61406 -1.28771 -1.0607
C -0.96622 3.44589 -0.82253 0.6560
O -0.96643 2.57202 0.20643 -0.1508
C 0.35514 4.00999 -1.24382 -0.9420
N 1.42089 3.07206 -0.98398 -0.1677
C 2.30627 3.29181 0.03036 0.3276
O 2.51791 4.39138 0.50007 -0.6970
N 3.02066 2.19391 0.44848 -0.0936
C 2.82116 0.83944 0.16456 -0.1804
C 1.56170 0.25139 0.13819 -0.4317
C 1.41480 -1.09441 -0.13258 -0.9514
C 2.53100 -1.89257 -0.35899 0.3279
C 3.80251 -1.32915 -0.29036 -0.6834
C 3.95100 0.02541 -0.03008 0.6633
O 5.15615 0.66690 0.06635 -0.4895
C 6.33553 -0.08603 -0.06116 -0.9353
H 6.41887 -0.54089 -1.05367 0.3504
H 6.40096 -0.86572 0.70497 0.3694
H 7.15150 0.62174 0.07658 0.2532
H 4.67511 -1.94133 -0.44380 0.5439
O 2.28386 -3.20827 -0.62650 -0.4704
C 3.37069 -4.06549 -0.86902 -0.9286
H 2.93559 -5.04381 -1.06741 0.2479
H 4.03198 -4.13675 0.00119 0.3438
H 3.95022 -3.74661 -1.74202 0.3580
H 0.43605 -1.54217 -0.15622 0.4864
H 0.68425 0.83813 0.36033 1.1288
H 3.88351 2.41487 0.92557 0.2762
H 1.27798 2.12268 -1.29132 0.4119
H 0.31926 4.26902 -2.30745 0.3296
H 0.59912 4.91273 -0.67076 0.3634
H -2.54648 4.24622 -2.09412 0.4949
H -4.12410 2.66692 -0.57105 0.4975
H -1.93479 1.46940 2.36991 0.4658
H -3.55930 1.15152 1.72035 0.3754
H -2.02353 -1.57967 -0.38293 0.3658
H -2.50899 0.04215 -0.88949 0.2340
H -4.19215 -1.87757 0.79345 0.2921
H -4.65584 -0.22630 0.37244 0.2130
H -4.50049 -0.83554 -2.05642 0.3027
H -5.76348 -1.68037 -1.16159 0.3613
H -3.06024 -2.85467 -1.96211 0.2848
H -4.25562 -3.67797 -0.95767 0.2884
H -4.63505 -3.26832 -2.63051 0.3862
```

=====

Model 2:
DFT (ωB97M-V/def2-TZVPD) results for the molecule C21H31N3O4.

As for the orbital gap: 9.1 eV. Its SMILES is COc1cccc(CN2CCNC(=O)[C@H]2CC(=O)N(C)CC2CCOCC2)c1. The HOMO energy is -8.43 eV. Its total charge is 0.

Geometry as XYZ:
```
59
Properties=species:S:1:pos:R:3:mulliken_charge:R:1
C 3.23939 1.08299 2.15088 -0.6176
H 2.57384 0.22385 2.27303 0.2356
O 4.54124 0.70045 1.77120 -0.4950
C 4.70903 0.02548 0.60215 0.2032
C 6.02376 -0.27535 0.24719 -0.4921
C 6.27975 -0.95326 -0.92639 -0.6419
C 5.24138 -1.33499 -1.75920 -0.8473
C 3.92750 -1.05043 -1.41373 0.4333
C 3.66878 -0.37029 -0.23125 1.0563
H 2.65316 -0.14955 0.04687 -0.0820
C 2.81022 -1.51686 -2.32977 -1.6606
N 1.56924 -0.77918 -2.31391 0.2518
C 1.70736 0.60283 -2.72893 -0.6043
C 0.45331 1.39883 -2.38587 -0.8160
N 0.25439 1.30592 -0.95844 0.1784
C 0.33805 0.12978 -0.33021 -0.5393
O 0.19190 0.00356 0.87684 -0.7044
C 0.63485 -1.05950 -1.23945 0.5030
C -0.70969 -1.57007 -1.85279 -2.3250
C -1.94972 -0.83298 -1.36872 1.0511
O -2.40169 0.09935 -2.01847 -0.7180
N -2.54733 -1.27801 -0.24372 0.3599
C -1.98894 -2.29987 0.61227 -1.0925
H -2.69306 -2.50317 1.41503 0.4160
H -1.04852 -1.96277 1.05208 0.2523
H -1.82130 -3.23144 0.06702 0.3968
C -3.81083 -0.68973 0.15582 -1.9611
H -4.13521 -0.06039 -0.67628 0.4360
C -3.74603 0.15575 1.43350 0.9693
C -5.13764 0.70368 1.76079 -0.8244
H -5.83885 -0.10894 1.95888 0.3886
C -5.05836 1.61970 2.98330 -0.5808
H -6.02720 2.08043 3.18824 0.3595
O -4.16083 2.68403 2.78344 -0.4080
C -2.85342 2.21895 2.53234 -0.8465
C -2.77778 1.33049 1.29094 0.3206
H -1.75810 0.96321 1.18595 -0.3521
H -3.04338 1.91123 0.40568 0.3158
H -2.24062 3.11442 2.41023 0.3697
H -2.48617 1.65635 3.40578 0.3807
H -4.75042 1.03207 3.86421 0.3443
H -5.50624 1.28117 0.91103 0.3131
H -3.40981 -0.47042 2.26850 0.1488
H -4.54010 -1.49732 0.29291 0.3320
H -0.65347 -1.40293 -2.92936 0.5328
H -0.80876 -2.64022 -1.68255 0.4326
H 1.04449 -1.84977 -0.60314 0.9404
H -0.05143 2.11074 -0.43301 0.4265
H 0.58765 2.44579 -2.65891 0.5730
H -0.42304 1.00573 -2.91144 0.1466
H 1.87715 0.62004 -3.81159 0.4009
H 2.57308 1.08452 -2.24345 0.3743
H 3.18167 -1.49417 -3.36091 0.4750
H 2.57887 -2.56157 -2.09589 0.4632
H 5.45056 -1.86146 -2.67884 0.4068
H 7.29905 -1.18408 -1.19815 0.3631
H 6.82014 0.03270 0.90549 0.4675
H 3.35023 1.59076 3.10749 0.3198
H 2.79787 1.77391 1.42528 0.2701
```

=====

Which one is most stable, and which one is least stable? model 2 is the most stable of them, while model 1 is the least stable.

=====

Model 1:
DFT (ωB97M-V/def2-TZVPD) results for a cluster of 14 separate species, C16H60N10O14 in total.

As for the orbital gap: 8.4 eV. The HOMO energy is -8.61 eV. Its total charge is 0.

Geometry as XYZ:
```
100
Properties=species:S:1:pos:R:3:mulliken_charge:R:1
C 0.22010 0.04158 0.41555 -0.2219
C 0.93810 -1.23442 0.36955 1.1295
O 2.24710 -1.04342 -0.14945 -0.5875
H 0.74010 0.59558 1.17555 0.1198
H -0.76090 -0.23142 0.80655 -0.3972
H 0.01610 0.57558 -0.48645 0.1374
H 0.39610 -1.97242 -0.24145 0.2579
H 1.02310 -1.51042 1.39155 -0.7928
H 2.62610 -1.88242 -0.39145 0.1764
C -2.21290 4.86458 -0.19745 -1.4304
C -2.54990 3.87158 0.86955 -0.1916
O -1.94790 2.71558 0.35655 1.7448
H -2.15090 5.89658 0.15255 0.3375
H -2.88390 4.80158 -1.03745 0.3342
H -1.16790 4.66458 -0.48345 0.3140
H -3.61090 3.72058 0.98055 0.4249
H -2.11590 4.31058 1.78055 0.2422
H -2.15590 1.93158 0.92655 -0.7778
C 0.53010 1.74558 -4.41045 0.9833
O -0.42490 1.76558 -5.41445 -0.8750
N 0.47410 1.17658 -3.25445 -0.1414
N 1.61510 2.43658 -4.48045 -0.3165
H -0.37090 0.50358 -3.17445 -0.6371
H 1.28910 1.20858 -2.53545 0.2609
H 1.58510 3.07658 -5.23445 0.2674
H 2.30310 2.52758 -3.72445 0.2417
C 2.05510 -3.69942 -1.62345 0.4761
O 1.56210 -3.15442 -2.81545 -0.6623
N 3.22410 -3.43042 -1.09845 -0.4201
N 1.37710 -4.57642 -0.96745 -0.3837
H 3.98110 -2.93942 -1.63545 0.2957
H 3.62710 -3.96942 -0.31545 0.0976
H 0.42610 -4.78242 -1.23845 0.3541
H 1.42910 -4.46642 0.11355 0.1755
C -1.77590 -1.18542 -2.32345 0.1080
O -1.51590 -2.51642 -2.09645 -0.6722
N -1.42890 -0.56642 -3.45845 -0.1577
N -2.29290 -0.33342 -1.48745 0.5736
H -0.93290 -1.12142 -4.25845 0.2978
H -1.73090 0.37558 -3.86245 0.4660
H -2.35090 -0.59542 -0.54445 -0.2625
H -2.21090 0.68058 -1.71445 -0.2578
C -2.99090 2.31258 -2.94545 0.5317
O -4.18090 2.34058 -2.21745 -0.7077
N -2.78790 1.91158 -4.19045 -0.3078
N -1.83690 2.56158 -2.33045 -0.1828
H -3.65390 1.65158 -4.73145 0.2290
H -1.91890 2.18258 -4.70145 0.3403
H -1.87790 2.84758 -1.29445 -0.5354
H -0.85490 2.45558 -2.55645 0.4196
C 3.56110 1.50758 -2.01545 0.4294
O 4.37310 0.42058 -2.40145 -0.7021
N 2.41010 1.40758 -1.36845 -0.0574
N 3.64510 2.67658 -2.60245 -0.4857
H 2.42510 0.42858 -0.90345 0.0352
H 1.90610 2.16958 -0.95645 0.1798
H 4.54710 2.91558 -3.09045 0.2833
H 3.14010 3.50358 -2.17645 0.2775
C -1.16390 0.52358 3.78355 -0.1265
O -1.44890 1.73158 3.20955 -0.3917
H -1.52990 -0.29642 3.14055 -0.0875
H -1.62990 0.40358 4.79355 0.4769
H -0.08890 0.26958 4.07655 -0.0740
H -2.33090 2.00658 3.40455 0.2655
C 1.29410 3.42158 2.44555 -0.4192
O 0.93010 3.78158 1.10955 -0.6358
H 1.37510 2.30458 2.64755 0.1265
H 0.66110 3.91558 3.16655 0.2750
H 2.36210 3.77658 2.66355 0.2385
H 0.01710 3.55758 0.90155 0.0609
C -4.60690 0.78858 0.41855 -0.7224
O -3.50190 0.52358 1.30655 -0.5268
H -5.47290 0.16358 0.69255 0.3610
H -4.22290 0.38558 -0.57345 0.2465
H -4.91790 1.78958 0.44255 0.2727
H -3.44690 -0.45342 1.45455 0.3496
C 4.67910 -4.49442 2.18555 -0.7513
O 3.81910 -3.56742 1.56455 -0.4507
H 4.30110 -5.43842 1.67155 0.3211
H 4.80210 -4.41242 3.26655 0.2557
H 5.67210 -4.30942 1.79055 0.2414
H 2.93310 -3.66942 1.95055 0.4526
C 2.33910 -0.52942 3.52655 -0.1953
O 3.01010 0.36858 4.37855 -0.5790
H 1.91410 -1.34642 4.03355 0.4283
H 2.97910 -0.82042 2.68155 0.3251
H 1.56710 0.04858 3.00155 -0.3413
H 2.44010 0.39158 5.15655 0.3357
C 0.09010 -3.89742 2.88555 -0.4659
O 1.32710 -4.32742 2.43855 -0.5636
H 0.06610 -2.84142 3.05055 0.0720
H -0.38390 -4.49442 3.68455 0.3953
H -0.55490 -3.97342 2.01955 0.2230
H 1.46310 -5.32342 2.41055 0.2771
C -2.87490 -2.96242 0.48655 -0.7296
O -3.25190 -2.06842 1.47555 -0.5360
H -3.41290 -2.88542 -0.44145 0.3360
H -3.22490 -3.90142 0.79555 0.6260
H -1.87290 -3.16642 0.45355 0.0109
H -3.10290 -2.54142 2.24855 0.2454
```

=====

Model 2:
DFT (ωB97M-V/def2-TZVPD) results for a structure of composition C16H60N10O14.

As for the orbital gap: 7.7 eV. The HOMO energy is -8.04 eV. Its total charge is 0.

Geometry as XYZ:
```
100
Properties=species:S:1:pos:R:3:mulliken_charge:R:1
C 3.47128 -0.41503 4.29825 -0.8424
O 2.25833 -0.05702 3.66085 -0.4045
H 4.03882 0.45125 4.63711 0.3823
H 3.45160 -1.24477 5.00348 0.2794
H 4.14599 -0.83866 3.54403 0.2416
H 2.26955 0.88359 3.47011 0.2987
C 4.29005 1.04206 -4.13187 -0.8740
O 3.18145 0.94027 -3.25258 -0.0369
H 4.63568 2.07616 -4.21533 0.3121
H 5.20809 0.52680 -3.84654 0.3170
H 3.95561 0.88175 -5.15895 0.3123
H 2.59227 0.18832 -3.35040 0.0085
C 0.81324 4.15372 -2.00813 -0.3875
O 1.30243 4.71529 -0.80016 -0.6414
H -0.07479 4.68334 -2.34728 0.3653
H 1.63177 4.29865 -2.71896 0.3711
H 0.61665 3.08999 -1.85692 -0.0588
H 1.95176 4.10108 -0.44981 0.3075
C 1.95559 -2.64795 1.29987 -0.0800
O 1.69874 -2.06621 2.59111 -0.4647
H 3.03866 -2.68166 1.18867 0.3249
H 1.57586 -3.66825 1.35924 0.2796
H 1.52953 -2.01472 0.52183 0.1457
H 0.74902 -1.97019 2.72950 0.1652
C -1.65947 -2.43040 1.39265 0.1136
O -1.39165 -2.24259 2.75771 -0.6945
H -0.72335 -2.27872 0.84949 -0.1162
H -1.95912 -3.44037 1.10345 0.3726
H -2.33438 -1.68288 0.97284 -0.4505
H -2.22753 -1.97153 3.14852 0.7435
C 3.74210 1.44167 -0.18904 -0.0123
O 3.37246 2.58758 -0.91239 -0.4756
H 3.16240 1.47992 0.73283 0.0562
H 3.46901 0.51720 -0.70186 -0.1494
H 4.80493 1.38553 0.06004 0.3579
H 3.51831 2.35743 -1.83754 0.2728
C 0.16972 -2.90603 5.12942 -0.8142
O 0.02968 -1.74492 4.33492 -0.5435
H -0.66968 -3.59488 5.04494 0.3279
H 1.07254 -3.43900 4.82567 0.2491
H 0.24362 -2.67082 6.19445 0.3224
H 0.91360 -1.37638 4.22058 0.4114
C -1.77142 4.25868 1.22539 0.5129
O -1.91336 5.46578 0.97993 -0.7769
N -2.62375 3.65043 2.04500 -0.3092
N -0.73353 3.52504 0.82904 -0.0600
H -2.56057 2.63902 2.08071 0.1292
H -3.35172 4.22631 2.42706 0.2092
H -0.04788 3.95418 0.21053 0.1916
H -0.76713 2.54146 1.02186 -0.1324
C -3.34245 1.27626 -0.16401 0.0497
O -3.48446 1.10914 1.04839 -0.8757
N -2.13559 1.12677 -0.72921 0.8711
N -4.24192 1.88603 -0.93042 -0.1708
H -2.04370 1.11966 -1.73155 0.7070
H -1.35300 0.94883 -0.11256 -0.8369
H -4.04406 1.95844 -1.91299 0.1471
H -5.05600 2.35334 -0.57271 0.2390
C -0.96994 1.40028 -3.98427 0.5789
O -1.59104 0.82446 -3.10065 -0.6364
N 0.04719 0.86045 -4.68909 -0.2606
N -1.32341 2.63298 -4.45449 -0.3601
H 0.38099 -0.06739 -4.47316 0.1360
H 0.44575 1.43769 -5.40715 0.1004
H -0.79175 3.05149 -5.19620 0.1544
H -2.22914 2.98800 -4.20387 0.2215
C -4.02685 -1.67774 -1.08460 0.4288
O -3.46719 -2.64621 -1.59586 -0.7146
N -5.05319 -1.74741 -0.22632 -0.2609
N -3.58595 -0.42193 -1.28452 -0.1470
H -5.19648 -2.64468 0.20573 0.2368
H -5.71806 -1.00833 -0.08695 0.1838
H -2.93014 -0.26498 -2.03468 0.0946
H -4.12618 0.30208 -0.84260 0.1776
C -3.45865 -1.36864 3.71010 0.2115
O -4.68014 -1.23601 3.58833 -0.7367
N -2.82167 -2.30384 4.46107 -0.4060
N -2.61615 -0.66627 2.94130 -0.0277
H -1.81551 -2.32288 4.42074 0.2760
H -3.40567 -3.01170 4.87114 0.1854
H -1.67784 -1.02539 2.90880 0.0285
H -3.06065 0.04228 2.36029 0.5235
C 3.06490 -2.50797 -2.57118 -0.7264
C 2.87591 -2.48714 -4.06225 -0.5483
O 1.95990 -1.42751 -4.31861 -0.5025
H 3.51614 -3.44961 -2.25790 0.4402
H 2.08513 -2.52088 -2.09106 0.2631
H 3.57528 -1.62391 -2.18889 0.1629
H 2.46524 -3.45677 -4.35556 0.3812
H 3.79427 -2.37783 -4.64330 0.3492
H 1.73086 -1.36747 -5.25144 0.2185
C 0.60719 -0.88201 -0.78218 -0.0086
C 0.36262 -0.90900 0.71480 -0.2914
O -0.05620 0.38082 1.16221 -0.1845
H 1.07316 0.06472 -1.06447 -0.1099
H -0.27964 -0.99803 -1.40444 0.2581
H 1.28107 -1.66393 -1.13559 -0.6061
H 1.30951 -1.14413 1.20981 1.4680
H -0.28180 -1.67493 1.15440 -0.9292
H 0.23828 0.46128 2.07431 0.1911
```

=====

Which one is most stable, and which one is least stable? model 1 is the most stable of them, while model 2 is the least stable.